Record 1
Below is 2 unconnected molecules or ions with the total composition CH4OP2 at a distorted geometry, with properties calculated with the ωB97M-V functional and the def2-TZVPD basis.

XYZ file:
```
8
Properties=species:S:1:pos:R:3:forces:R:3:mulliken_charge:R:1
C 1.35122 0.24931 -0.26754 -2.63 -0.10 -0.08 -0.91
O -3.07008 -0.21619 -0.07156 -4.12 1.65 0.31 -0.43
P -1.77838 -0.77906 -0.26260 3.77 -1.84 -0.11 0.19
P -0.33141 0.78486 0.32931 -0.31 -1.20 1.04 0.07
H 2.01418 0.31983 0.51258 1.75 -0.07 1.79 0.32
H 1.54922 1.04875 -0.91255 0.45 1.69 -1.03 0.32
H 1.47121 -0.59340 -0.88899 -0.14 -1.47 -0.25 0.37
H -1.20596 -0.81410 1.56134 1.23 1.34 -1.67 0.07
```
Forces are in eV/Å.

As for the LUMO energy: -1.449 eV. The value obtained for the energy above the lowest of the compared OMol25 structures with the same formula, charge and spin is 204.60 kJ/mol. The net charge is 0. The total energy is -21723.8878 eV. The frontier orbital gap comes out at 7.1 eV.


Record 2
Below is CH4OP2 in the gas phase at a distorted geometry, with properties calculated with the ωB97M-V functional and the def2-TZVPD basis.

XYZ file:
```
8
Properties=species:S:1:pos:R:3:forces:R:3:mulliken_charge:R:1
O 0.05547 1.85291 -0.00900 0.10 0.63 -0.13 -0.45
C 0.02165 0.65521 -0.01381 1.61 0.01 0.63 0.40
P 1.66150 -0.26845 0.03075 0.19 -0.07 -3.34 -0.01
P -1.46987 -0.28673 0.16091 -1.88 -1.00 -1.95 -0.15
H 1.94194 -0.08985 1.28276 0.70 1.16 3.19 0.04
H 1.30590 -1.55180 0.39410 -0.71 -0.81 -0.25 0.02
H -1.33856 -0.91377 -1.16080 0.47 -0.40 1.13 0.07
H -2.17803 0.60250 -0.68491 -0.48 0.48 0.73 0.07
```
Forces are in eV/Å.

As for the LUMO energy: 0.407 eV. The value obtained for the energy above the lowest of the compared OMol25 structures with the same formula, charge and spin is 132.22 kJ/mol. The net charge is 0. The total energy is -21724.6379 eV. The frontier orbital gap comes out at 9.6 eV.


Record 3
Below is 2 unconnected molecules or ions with the total composition CH4OS at a distorted geometry, with properties calculated with the ωB97M-V functional and the def2-TZVPD basis.

XYZ file:
```
7
Properties=species:S:1:pos:R:3:forces:R:3:mulliken_charge:R:1
C 0.03699 1.43659 0.08994 -0.59 -1.37 0.62 -0.68
O 0.80115 -1.52613 0.61115 1.86 0.60 1.02 -0.37
S -0.52514 -1.96598 0.19456 -1.36 -0.71 -1.86 0.19
H 0.07099 2.50485 -0.08541 0.08 -0.28 -0.07 0.31
H 0.51885 0.66673 -0.53648 -0.16 0.99 0.27 0.19
H -0.57107 1.00863 0.92758 0.67 0.78 -0.85 0.20
H -0.33178 -2.12469 -1.20134 -0.52 0.00 0.86 0.16
```
Forces are in eV/Å.

As for the LUMO energy (alpha / beta): -1.208 / 0.168 eV. The value obtained for the energy above the lowest of the compared OMol25 structures with the same formula, charge and spin is 301.84 kJ/mol. The net charge is 0. The total energy is -13980.6600 eV. The frontier orbital gap (alpha / beta) comes out at 7.6 / 9.6 eV.


Record 4
Below is 2 unconnected molecules or ions with the total composition CH4OS at a distorted geometry, with properties calculated with the ωB97M-V functional and the def2-TZVPD basis.

XYZ file:
```
7
Properties=species:S:1:pos:R:3:forces:R:3:mulliken_charge:R:1
C -0.30418 0.57340 -0.20262 1.89 1.27 -1.08 -0.50
O 1.79757 -0.47169 0.02341 1.67 1.70 2.08 -0.38
S -1.68468 -0.30648 0.00230 -1.17 -1.49 -3.17 -0.13
H 0.02885 1.21825 0.59327 0.12 0.05 -0.09 0.29
H 0.44035 0.38473 -1.07320 -1.88 0.35 1.49 0.27
H 1.63608 -1.14641 -0.58300 -0.49 -2.33 -1.90 0.34
H -1.91398 -0.25179 1.23984 -0.13 0.45 2.66 0.11
```
Forces are in eV/Å.

As for the expectation value of S²: 2.01. The spin multiplicity is 3. As for the LUMO energy (alpha / beta): 0.914 / -2.149 eV. The value obtained for the energy above the lowest of the compared OMol25 structures with the same formula, charge and spin is 57.00 kJ/mol. The net charge is 0. The total energy is -13979.3344 eV. The frontier orbital gap (alpha / beta) comes out at 8.0 / 8.3 eV.


Question: Which value of energy above the lowest of the compared OMol25 structures with the same formula, charge and spin does entry 1 give?
Answer: 204.60 kJ/mol


Question: Among the records above, which one has the lowest total energy?
Answer: number 2